{
  "formula": "C24H28F2N2O2",
  "method": "ωB97M-V with the def2-TZVPD basis set",
  "species": ["O", "C", "N", "H", "C", "C", "C", "C", "C", "C", "C", "H", "H", "F", "F", "H", "H", "H", "C", "H", "H", "C", "H", "H", "C", "C", "N", "C", "C", "C", "C", "C", "C", "C", "H", "C", "H", "H", "C", "H", "H", "O", "H", "H", "H", "H", "C", "C", "C", "H", "H", "H", "H", "H", "H", "H", "H", "H"],
  "xyz": [[1.646, -0.617, 2.238], [0.545, -1.272, 2.362], [0.306, -2.416, 1.565], [-0.559, -2.779, 1.850], [0.915, -2.466, 0.483], [0.215, -2.239, -0.603], [-0.412, -3.262, -1.226], [-1.317, -2.781, -2.551], [-1.506, -1.443, -2.803], [-0.941, -0.551, -1.997], [0.156, -0.989, -1.117], [0.611, -0.069, -0.543], [-1.218, 0.630, -2.172], [-2.351, -1.249, -3.761], [-1.981, -3.723, -3.237], [-0.236, -4.332, -1.124], [1.212, -3.692, 0.589], [2.014, -2.064, 0.563], [-0.349, -0.932, 3.369], [0.066, -0.006, 3.988], [-0.184, -1.537, 4.263], [-1.599, -0.921, 3.155], [-2.099, -1.933, 2.960], [-2.226, -0.452, 3.978], [-2.018, 0.005, 1.491], [-1.465, 1.234, 1.670], [-1.781, 1.990, 0.566], [-0.807, 3.061, 0.119], [0.622, 2.712, 0.052], [0.862, 2.386, -1.321], [2.193, 1.952, -1.843], [3.047, 1.903, -0.766], [2.758, 2.050, 0.582], [1.448, 2.663, 1.017], [1.269, 2.880, 2.017], [4.029, 1.631, 1.334], [4.236, 2.735, 1.906], [3.750, 0.772, 2.324], [5.004, 1.264, 0.404], [5.487, 0.202, 0.614], [5.771, 1.810, 0.500], [4.540, 1.175, -0.720], [2.464, 1.787, -2.672], [0.121, 2.651, -2.028], [-0.789, 3.846, 1.109], [-1.451, 3.644, -0.576], [-3.202, 2.105, 0.331], [-3.984, 0.752, 0.315], [-3.556, 0.063, 1.392], [-3.881, -0.937, 1.521], [-4.010, 0.596, 2.288], [-3.430, 0.209, -0.678], [-5.012, 0.895, -0.088], [-3.313, 2.576, -0.598], [-3.614, 2.647, 1.140], [-0.255, 0.967, 1.878], [-1.828, 1.985, 2.563], [-1.558, -0.679, 0.990]],
  "forces_ev_per_angstrom": [[-3.3596, -1.9380, -0.0457], [6.7186, 0.0517, -2.7975], [-4.1761, 6.1363, 12.4011], [-1.2275, -1.2567, -0.7087], [12.7363, -8.0367, -1.2536], [-2.7061, 0.2579, -7.0960], [-4.0147, 0.8784, -6.4369], [3.1188, -2.8960, 5.1771], [-0.3785, -4.0010, 0.3775], [3.3755, 4.2526, 1.4066], [-3.1949, 6.2223, -0.0640], [-0.5707, -2.1672, -1.0650], [1.0508, -3.2144, 0.6066], [-1.7077, 1.6824, -1.8858], [0.4065, 0.5108, 0.1372], [-0.2284, 0.3795, 0.3182], [-0.0254, 2.2071, -1.6577], [-2.3268, -0.0488, -0.1803], [9.7931, 2.4251, 7.4424], [-0.6905, -1.0063, -2.0342], [0.5393, -1.1023, 0.0563], [-15.1352, 1.0157, -4.1934], [0.5772, 1.0844, 0.1541], [0.6458, -0.4593, -1.1034], [-5.7881, -2.3532, 8.2845], [5.3568, 4.6384, 3.3745], [2.3275, 0.6183, -4.0052], [-4.2619, 2.5524, 6.0187], [-5.0642, -0.2620, -7.9497], [4.6434, -0.7680, -1.0135], [-6.1401, 3.7369, 13.8078], [2.8925, -2.6439, 2.0102], [-0.6964, 0.8697, 0.1368], [7.8465, -2.9622, 1.4752], [-0.3931, 0.3606, 1.5507], [-5.2252, 2.7133, 8.8452], [0.0914, -3.1119, -1.0086], [0.7565, 2.7479, -3.1950], [2.0061, -6.7516, 6.1501], [-0.8095, 1.2530, 0.4577], [6.1335, 4.8298, 0.4650], [-7.6564, 1.3374, -12.0934], [3.1472, -2.2478, -11.7276], [-0.7181, -0.1152, -0.5672], [-0.3219, -1.2998, -2.0244], [1.5826, -0.3739, -0.4330], [0.4218, -0.8396, 0.0302], [1.6044, 2.4288, -9.7002], [1.0634, -2.8087, 6.5044], [-0.7769, -1.2117, -0.2439], [0.9636, -0.5467, -0.2559], [-1.5232, 1.1271, 2.0730], [0.4228, -0.1933, 1.2288], [-0.4725, 1.0270, -1.1625], [-0.8913, 1.3198, 1.0108], [-2.9359, 1.7119, -0.9173], [0.6673, -2.3139, -0.6206], [2.5276, -3.4463, -4.0606]],
  "nbo_charge": [-0.64, 0.68, -0.61, 0.40, -0.20, -0.16, -0.21, 0.38, 0.24, -0.22, -0.19, 0.24, 0.25, -0.29, -0.31, 0.23, 0.15, 0.28, -0.61, 0.25, 0.27, -0.37, 0.18, 0.23, -0.13, -0.26, -0.47, -0.22, 0.00, -0.21, -0.18, 0.26, -0.02, -0.20, 0.23, -0.41, 0.21, 0.26, -0.07, 0.13, 0.15, -0.50, 0.19, 0.21, 0.13, 0.23, -0.21, -0.38, -0.44, 0.21, 0.19, 0.17, 0.24, 0.20, 0.16, 0.24, 0.15, 0.20],
  "e_tot_ha": -1390.36417,
  "lumo_energy_ha": 0.00913,
  "relative_energy_kcal_mol": 229.27,
  "spin_multiplicity": 1,
  "charge": 0,
  "homo_ev": -7.95
}



{
  "formula": "C29H42N3PdS2SbSi3",
  "method": "ωB97M-V with the def2-TZVPD basis set",
  "species": ["Pd", "C", "Sb", "C", "C", "C", "C", "C", "C", "N", "Si", "C", "C", "C", "C", "C", "C", "C", "C", "C", "N", "Si", "C", "C", "C", "Si", "C", "C", "C", "H", "H", "H", "H", "H", "H", "H", "H", "H", "H", "H", "H", "H", "H", "H", "H", "H", "H", "H", "H", "H", "H", "H", "H", "H", "H", "H", "H", "H", "H", "H", "H", "H", "H", "H", "H", "H", "H", "S", "C", "N", "C", "C", "C", "C", "C", "C", "S", "H", "H", "H", "H"],
  "xyz": [[0.358, 0.132, -0.398], [-2.042, -1.985, -3.910], [-1.574, -1.373, -1.873], [0.042, -0.086, -2.487], [0.049, 1.352, -2.630], [0.000, 2.175, -3.751], [0.131, 3.537, -3.559], [0.314, 4.045, -2.273], [0.383, 3.164, -1.211], [0.256, 1.856, -1.404], [1.742, -0.818, -2.873], [1.822, -1.273, -4.711], [2.059, -2.412, -1.911], [3.077, 0.471, -2.534], [-3.515, -0.427, -1.289], [-3.333, 0.570, -0.172], [-4.417, 0.968, 0.626], [-4.240, 1.901, 1.627], [-2.978, 2.441, 1.831], [-1.958, 1.996, 1.015], [-2.126, 1.093, 0.048], [-4.399, -1.970, -0.551], [-6.268, -1.796, -0.317], [-4.227, -3.483, -1.665], [-3.611, -2.342, 1.124], [-4.448, 0.420, -2.709], [-3.281, 1.595, -3.613], [-5.222, -0.793, -3.928], [-5.892, 1.490, -2.118], [-1.098, -2.378, -4.288], [-2.343, -1.151, -4.543], [-2.792, -2.773, -3.951], [-0.141, 1.742, -4.732], [0.090, 4.212, -4.405], [0.417, 5.105, -2.096], [0.549, 3.501, -0.195], [1.068, -2.019, -4.965], [2.801, -1.694, -4.956], [1.670, -0.407, -5.360], [1.145, -2.960, -1.675], [2.572, -2.228, -0.966], [2.691, -3.068, -2.516], [2.980, 1.333, -3.198], [4.053, 0.018, -2.729], [3.073, 0.823, -1.501], [-5.399, 0.558, 0.447], [-5.080, 2.204, 2.240], [-2.784, 3.172, 2.604], [-0.944, 2.352, 1.151], [-6.790, -1.448, -1.210], [-6.552, -1.155, 0.518], [-6.651, -2.796, -0.093], [-4.658, -3.327, -2.655], [-4.795, -4.287, -1.186], [-3.206, -3.846, -1.785], [-4.047, -1.727, 1.915], [-2.533, -2.160, 1.127], [-3.767, -3.390, 1.391], [-2.504, 1.068, -4.171], [-2.781, 2.264, -2.908], [-3.841, 2.213, -4.319], [-4.527, -1.499, -4.377], [-5.663, -0.201, -4.736], [-6.035, -1.364, -3.472], [-5.566, 2.343, -1.521], [-6.647, 0.945, -1.549], [-6.382, 1.884, -3.013], [1.521, 0.742, 1.733], [1.338, -0.943, 1.907], [0.621, -1.633, 1.049], [0.660, -2.991, 1.312], [-0.001, -3.988, 0.593], [0.129, -5.301, 1.000], [0.894, -5.638, 2.117], [1.544, -4.661, 2.847], [1.425, -3.340, 2.436], [2.106, -1.900, 3.145], [-0.601, -3.714, -0.263], [-0.373, -6.084, 0.445], [0.974, -6.674, 2.420], [2.131, -4.919, 3.719]],
  "forces_ev_per_angstrom": [[1.0787, 0.5982, 1.0714], [-0.0659, 0.0611, 0.0083], [-0.3294, -0.3909, -0.7116], [0.0329, -1.1269, 0.7084], [-0.1034, 0.4613, -0.0622], [-0.0143, 0.0969, 0.0852], [0.0105, -0.0038, 0.0624], [-0.0288, -0.0329, -0.0218], [0.0573, 0.0805, 0.1592], [0.1229, 0.2645, -0.5332], [-0.2776, -0.3055, -0.2770], [0.1294, 0.1054, 0.1585], [0.0593, 0.1863, -0.1027], [-0.0369, -0.1995, -0.1069], [-0.1413, -0.0175, -0.0397], [-0.0162, 0.1097, 0.0631], [-0.0555, 0.0133, 0.0044], [0.0315, -0.0019, -0.0209], [0.0336, -0.0109, -0.0101], [-0.0794, -0.0486, 0.0653], [-0.1927, -0.1008, -0.0862], [0.0443, -0.0757, 0.0343], [0.0995, -0.0278, 0.0057], [-0.0461, 0.0248, 0.0976], [-0.1089, 0.0545, -0.1509], [0.0007, 0.0915, -0.1449], [-0.1341, -0.1629, 0.0702], [0.0165, 0.0780, 0.0681], [0.1495, -0.0563, -0.0674], [-0.0016, -0.0110, 0.0184], [0.0263, -0.0226, 0.0116], [0.0174, 0.0103, -0.0011], [0.0007, -0.0071, 0.0014], [0.0068, 0.0016, 0.0016], [-0.0024, 0.0056, -0.0121], [0.0532, -0.0065, -0.0151], [-0.0089, -0.0101, 0.0122], [0.0008, -0.0032, -0.0042], [-0.0370, 0.0271, 0.0189], [-0.0179, 0.0169, -0.0694], [-0.0149, 0.0520, 0.0067], [0.0097, -0.0097, 0.0120], [-0.0273, 0.0143, 0.0125], [0.0097, 0.0154, -0.0086], [-0.0421, -0.0298, 0.0191], [0.0126, 0.0013, -0.0110], [-0.0006, 0.0064, 0.0009], [-0.0135, -0.0032, 0.0073], [-0.0097, 0.0068, 0.0393], [0.0442, 0.0077, -0.0131], [0.0067, 0.0068, -0.0035], [-0.0084, -0.0035, 0.0073], [0.0029, 0.0260, 0.0027], [0.0004, 0.0011, 0.0025], [0.0128, 0.0262, 0.0012], [-0.0103, 0.0049, -0.0166], [0.0164, -0.0031, -0.0588], [-0.0236, -0.0011, 0.0018], [-0.0454, -0.0126, 0.0410], [-0.0258, -0.0133, 0.0332], [-0.0131, 0.0028, -0.0060], [-0.0030, 0.0366, 0.0182], [-0.0088, -0.0094, -0.0098], [0.0114, 0.0238, 0.0319], [0.0175, -0.0068, 0.0115], [0.0212, -0.0385, 0.0076], [-0.0051, 0.0027, -0.0008], [-0.2572, 0.0851, 0.0134], [0.0279, -0.0671, 0.0577], [0.2552, 0.4336, -0.5231], [-0.1321, -0.2268, 0.0693], [0.0502, 0.0527, 0.0532], [-0.0107, -0.0231, -0.0155], [0.0059, -0.0492, 0.0259], [0.0194, 0.0024, 0.0355], [-0.0797, 0.1055, -0.0901], [-0.0585, -0.0802, -0.0484], [-0.0127, -0.0263, 0.0127], [-0.0103, 0.0128, -0.0014], [0.0105, 0.0055, -0.0029], [0.0045, 0.0058, -0.0034]],
  "mulliken_charge": [-0.17, -1.47, 0.24, -0.33, 0.03, -0.79, -0.53, -1.00, -0.73, 0.71, 0.99, -1.29, -0.89, -1.13, 2.84, -1.69, -0.98, -0.95, -1.45, -0.13, 1.14, 0.77, -1.19, -1.28, -0.95, 0.15, -0.89, -1.06, -1.23, 0.35, 0.34, 0.49, 0.46, 0.48, 0.47, 0.51, 0.34, 0.40, 0.31, 0.06, 0.18, 0.49, 0.27, 0.44, 0.24, 0.44, 0.46, 0.45, 0.14, 0.31, 0.37, 0.47, 0.35, 0.52, 0.33, 0.36, 0.03, 0.42, 0.11, 0.21, 0.53, 0.35, 0.43, 0.27, 0.36, 0.30, 0.41, -0.40, 0.31, 0.38, -0.93, 0.90, -1.09, -0.53, -0.49, 0.65, -0.32, 0.17, 0.42, 0.38, 0.39],
  "e_tot_ha": -3327.60769,
  "lumo_energy_ha": [0.00507, 0.00508],
  "relative_energy_kcal_mol": 21.03,
  "spin_multiplicity": 1,
  "charge": 0,
  "homo_ev": [-7.13, -7.13]
}